Entry 1:
{
  "formula": "C45H48F6O3",
  "method": "the ωB97M-V functional and the def2-TZVPD basis",
  "elements": ["C", "C", "C", "H", "F", "C", "H", "C", "C", "H", "C", "H", "H", "C", "H", "H", "H", "C", "C", "H", "C", "C", "C", "C", "C", "H", "C", "C", "H", "H", "H", "O", "C", "C", "H", "H", "C", "H", "H", "H", "H", "H", "H", "H", "C", "C", "H", "H", "H", "H", "H", "H", "C", "C", "H", "F", "H", "C", "C", "F", "H", "H", "H", "C", "H", "H", "H", "O", "C", "C", "C", "H", "C", "C", "C", "H", "C", "F", "C", "F", "H", "C", "H", "H", "F", "C", "C", "H", "O", "C", "H", "C", "C", "C", "H", "H", "H", "C", "H", "C", "H", "C"],
  "coordinates": [[-0.70, -5.32, -0.24], [-1.92, 5.24, 1.03], [-0.38, 5.12, 1.17], [2.62, -5.93, 1.44], [7.05, 1.82, 1.97], [3.10, -3.93, 1.67], [1.33, 5.18, 2.43], [-0.63, 0.78, 0.43], [0.27, 5.38, 2.57], [-0.20, 4.73, 3.31], [-5.98, 2.61, 3.13], [0.27, 6.37, 3.02], [-3.93, 0.44, 0.05], [1.05, 1.12, 2.10], [-7.83, 2.00, 4.30], [-5.30, 3.24, -0.67], [-4.22, 2.43, 6.59], [-6.78, 2.27, 4.27], [0.26, 0.04, -0.28], [-2.93, 0.22, -1.45], [-2.20, -6.06, -1.91], [3.19, -4.24, -2.43], [1.92, 0.27, 1.37], [-2.19, 0.54, -4.27], [-1.45, -6.36, -0.80], [-3.76, 3.65, -1.50], [3.46, -5.28, 1.62], [5.50, -3.45, 2.01], [1.37, -5.16, -3.06], [3.92, -2.00, 1.93], [2.89, 3.40, 1.27], [-2.13, -0.66, -4.05], [6.34, 2.41, -0.22], [5.80, -4.82, 2.12], [-2.22, 2.38, -3.26], [-2.79, -4.51, -3.34], [4.16, -3.05, 1.91], [-2.81, 2.00, -5.85], [-1.23, 1.23, -2.45], [-4.62, -0.51, -1.28], [3.17, 3.57, -1.12], [-2.85, 0.22, -6.37], [4.57, 2.30, 2.64], [3.56, -5.20, -2.08], [-4.53, 1.55, -1.72], [3.85, 3.18, 0.82], [-2.46, 4.52, 1.64], [5.48, 3.13, -2.15], [0.42, -2.96, -3.88], [2.09, -0.99, -0.34], [3.94, -1.04, -2.43], [-0.12, -5.54, 0.64], [-1.48, 1.60, -3.44], [-2.23, -4.77, -2.45], [6.83, -5.10, 2.27], [-3.90, 2.94, 2.14], [-2.22, 6.25, 1.29], [-6.08, 2.18, 5.50], [-0.69, -4.02, -0.73], [1.83, -3.49, 1.49], [2.90, 0.14, 1.81], [-0.26, -3.26, -0.10], [4.86, -6.78, 1.90], [1.46, -0.33, 0.24], [4.87, -3.03, -1.83], [-0.57, 1.91, -3.94], [-3.98, 0.93, -5.27], [0.36, 4.78, 0.25], [-2.93, 0.96, -5.57], [4.04, 3.34, -0.52], [5.33, 2.99, -1.09], [-6.62, 1.87, 6.38], [1.91, -4.23, -2.96], [-3.94, 0.30, -1.03], [-4.63, 2.79, 3.25], [7.29, 2.19, -0.70], [-4.35, 2.86, -1.03], [1.67, -0.57, -3.71], [-3.99, 2.78, 4.49], [-1.10, 2.10, 2.33], [-2.91, 2.80, 4.52], [2.12, -1.82, -3.34], [-2.18, 4.98, 0.00], [-0.06, -0.42, -1.21], [-1.34, -7.62, -0.25], [4.80, 2.56, 1.62], [3.90, -3.09, -2.31], [-1.47, 1.20, -0.11], [-5.15, 1.44, -2.76], [-1.45, -3.73, -1.90], [-2.77, -6.87, -2.35], [-0.27, 1.32, 1.68], [1.42, -3.00, -3.48], [6.08, 2.24, 1.12], [-6.43, 2.69, 2.15], [-1.42, -2.70, -2.24], [6.29, -2.70, 2.03], [3.43, -1.92, -2.79], [1.33, 1.52, 3.06], [-4.67, 2.48, 5.62], [-3.79, 2.69, -0.11], [4.76, -5.71, 1.79]],
  "homo_ha": -0.3322,
  "lumo_ev": 0.6,
  "orbital_gap_ev": 9.60,
  "multiplicity": 1
}



Entry 2:
{
  "formula": "C45H48GeN5O4ReS2Se",
  "method": "the ωB97M-V functional and the def2-TZVPD basis",
  "elements": ["C", "H", "C", "C", "H", "H", "H", "H", "C", "C", "Ge", "C", "H", "H", "H", "H", "C", "N", "H", "C", "H", "H", "H", "Re", "C", "C", "C", "O", "C", "C", "C", "H", "C", "C", "H", "C", "H", "Se", "C", "H", "H", "H", "C", "H", "C", "N", "C", "H", "H", "H", "O", "C", "C", "C", "H", "N", "N", "C", "O", "C", "H", "N", "H", "C", "H", "C", "H", "H", "H", "H", "H", "H", "H", "C", "C", "C", "H", "C", "C", "C", "H", "S", "C", "C", "C", "H", "H", "H", "C", "C", "H", "H", "C", "H", "H", "C", "H", "C", "H", "H", "H", "C", "C", "H", "O", "C", "S"],
  "coordinates": [[1.31, 0.72, -5.28], [-4.75, 1.50, -1.25], [3.08, 2.85, -0.04], [2.98, -1.17, -4.87], [-8.65, -2.08, -0.24], [0.71, 0.00, -5.85], [1.22, 1.68, -5.79], [5.30, 4.28, -0.85], [-2.30, 3.40, -1.42], [0.91, 5.33, -4.11], [0.92, -2.02, 2.89], [0.14, -0.73, 1.74], [-2.84, 2.93, -2.24], [-5.52, -1.89, -3.73], [-8.34, -0.74, 0.72], [1.72, 6.98, -3.01], [0.76, 3.95, -4.21], [1.39, 1.80, -3.04], [-1.89, -6.97, 1.52], [-5.04, -0.16, -2.58], [-0.60, -1.30, 8.48], [0.19, 3.50, -5.02], [2.76, 5.56, -1.26], [-0.58, 0.38, 0.53], [1.32, -2.18, 5.82], [5.17, -1.75, 2.97], [0.03, -6.08, 1.93], [-3.76, 1.66, -3.90], [5.52, -2.31, 1.74], [3.20, -2.75, 1.28], [-0.72, -2.52, -0.90], [1.54, -2.43, 7.95], [0.71, -4.91, 2.26], [0.69, 0.83, -3.89], [0.70, -0.12, -3.37], [4.55, 2.45, 0.04], [3.16, 0.42, -6.31], [2.24, -0.12, -1.08], [-1.08, -0.91, 6.42], [5.32, 1.65, -2.44], [-1.53, 4.06, -1.81], [2.67, -1.33, -3.83], [-6.46, 0.31, -0.69], [1.79, -4.94, 2.38], [-0.28, -1.41, 7.44], [2.47, 2.70, -1.36], [-1.68, 2.34, -0.57], [-1.90, -2.76, 2.36], [-1.07, -4.50, -1.74], [2.25, -2.70, 5.60], [-3.60, -0.68, -4.66], [1.36, 3.17, -3.23], [2.78, 0.28, -5.29], [1.62, 5.90, -3.06], [-3.01, 3.97, -0.82], [-2.41, 0.13, -2.55], [-1.11, -1.21, -1.10], [5.41, 2.74, -2.38], [-2.38, 1.57, 0.15], [-0.67, -1.05, 5.09], [6.31, 3.04, -2.93], [-8.36, -1.12, -0.21], [4.63, 1.38, -0.14], [3.83, -1.70, 3.35], [0.45, 5.96, -4.86], [-6.89, -1.61, -2.08], [4.86, 2.64, 1.07], [6.56, -2.35, 1.44], [5.93, -1.34, 3.62], [2.96, 3.90, 0.23], [6.51, 3.04, -0.56], [-3.12, -4.84, 1.80], [4.03, -1.46, -4.95], [2.04, 1.51, -1.87], [2.21, 5.11, -2.07], [5.49, 3.20, -0.92], [-6.71, 0.93, 0.16], [-1.37, -3.70, 2.27], [0.92, -2.04, 7.15], [4.54, -2.80, 0.90], [3.56, -1.26, 4.30], [-3.63, 0.26, -3.56], [0.02, -3.71, 2.45], [-1.94, -1.07, -2.13], [-5.80, -1.29, -2.87], [-0.35, 1.15, -3.97], [-1.28, -0.66, 4.29], [0.57, -7.00, 1.77], [-1.35, -6.06, 1.78], [-5.37, 0.64, -1.48], [-0.03, -2.73, -0.09], [2.50, 2.24, 0.65], [2.05, 3.74, -2.17], [2.44, -3.12, 0.60], [4.80, -3.21, -0.07], [-7.23, -0.82, -0.98], [-2.02, -0.42, 6.65], [-2.05, -4.86, 1.95], [3.36, 0.94, -4.64], [4.55, 3.17, -2.91], [-7.49, -2.49, -2.30], [-1.25, -3.43, -1.73], [2.83, -2.21, 2.51], [2.39, -1.84, -5.51], [-0.39, 2.26, -0.49], [0.53, -1.70, 4.78], [-2.25, -2.65, -2.89]],
  "homo_ha": [-0.1195, -0.1349],
  "lumo_ev": [2.4, 2.5],
  "s_squared": 0.766,
  "orbital_gap_ev": [5.69, 6.12],
  "multiplicity": 2,
  "total_charge": -1
}



Entry 3:
{
  "formula": "C45H49FeN2O7S2",
  "method": "the ωB97M-V functional and the def2-TZVPD basis",
  "elements": ["C", "H", "C", "C", "O", "H", "H", "H", "H", "H", "C", "H", "H", "C", "C", "O", "H", "C", "H", "C", "O", "C", "C", "C", "C", "C", "H", "H", "C", "H", "H", "H", "H", "H", "H", "H", "C", "Fe", "C", "H", "C", "C", "H", "H", "H", "C", "C", "C", "H", "C", "C", "S", "H", "C", "C", "C", "C", "C", "C", "H", "C", "H", "H", "H", "H", "H", "H", "O", "H", "C", "C", "O", "C", "H", "H", "H", "C", "S", "C", "C", "C", "H", "O", "C", "C", "C", "H", "H", "C", "H", "H", "C", "H", "H", "H", "H", "N", "C", "H", "C", "H", "O", "H", "C", "N", "H"],
  "coordinates": [[-1.65, -1.93, 0.40], [4.87, 0.39, -2.15], [4.61, -3.66, -0.54], [0.55, -1.18, 3.36], [-0.44, -3.93, 0.31], [6.36, 1.21, -1.73], [-1.66, -6.09, -0.79], [-5.73, 3.97, -0.74], [5.12, -4.01, 1.51], [3.82, -3.14, -2.47], [-0.47, -0.73, -3.96], [0.25, -0.56, 5.39], [5.97, -0.92, -0.41], [5.51, 0.03, -0.12], [-2.48, -2.13, -2.66], [0.70, 2.30, -0.76], [1.76, -2.20, -1.60], [-1.82, -4.27, 0.33], [0.36, -4.78, 4.71], [-0.82, -0.41, -2.66], [-0.49, 2.15, 2.00], [5.42, 3.34, -0.60], [-6.32, 0.15, 0.16], [-2.15, -0.79, -0.53], [3.20, -3.08, 1.33], [2.22, -2.59, 0.47], [4.52, -0.19, 0.30], [4.44, 3.56, 1.31], [-0.58, 4.61, 0.15], [0.00, -2.34, -0.92], [0.31, -0.17, -4.46], [-1.12, 3.68, 0.26], [-0.85, -2.02, -5.64], [5.93, 2.61, 1.39], [-1.79, -4.62, -1.79], [0.64, -0.17, 3.01], [-1.12, -1.77, -4.62], [0.00, 0.93, 0.67], [-4.98, 4.22, 0.01], [-1.99, -4.29, 2.47], [-1.22, 5.80, 0.46], [0.62, -3.54, 2.98], [6.01, 4.37, 1.19], [-7.36, 0.42, 0.34], [-4.55, 5.20, -0.23], [-2.13, -2.46, -3.97], [-2.17, -4.96, 1.63], [-2.15, -5.11, -0.88], [-3.59, -0.98, 1.80], [0.74, 4.62, -0.28], [-5.52, -0.29, 1.20], [2.43, 0.84, -1.63], [6.43, 3.23, -1.01], [1.42, 3.35, -0.61], [5.38, 0.92, -1.34], [4.38, -3.62, 0.82], [0.41, -3.77, 4.34], [2.48, -2.60, -0.90], [5.45, 3.47, 0.92], [-1.57, -5.86, 1.75], [0.78, 7.02, -0.08], [0.74, -4.38, 2.32], [-5.48, 4.28, 0.98], [-3.27, -2.67, -2.17], [3.04, -3.07, 2.40], [1.31, 7.96, -0.18], [-3.01, 3.99, -1.94], [0.93, -0.60, 0.72], [6.13, 0.49, 0.65], [-0.27, -2.53, 0.11], [-0.54, 7.01, 0.34], [-1.50, 0.41, -0.16], [-3.65, -0.54, -0.31], [-1.04, 7.93, 0.59], [-4.05, 0.03, -2.34], [-2.28, 2.39, -1.70], [0.34, -1.40, 4.72], [-3.73, 2.94, 0.10], [0.89, -1.99, 0.98], [-4.20, -0.64, 0.97], [-3.20, 2.96, -1.62], [-3.22, -5.24, 1.62], [0.85, 1.95, 2.02], [-4.46, -0.08, -1.34], [-1.82, -1.11, -1.99], [0.26, -2.70, 5.21], [-6.40, 0.62, -1.94], [0.10, -2.87, 6.27], [0.68, -2.25, 2.47], [2.46, 5.83, -0.71], [-3.23, -5.27, -0.96], [-5.79, 0.26, -1.11], [4.97, 4.23, -1.04], [-3.95, 2.51, -2.27], [-2.65, -3.26, -4.47], [-1.69, -1.55, 1.43], [4.66, 2.17, -1.07], [3.33, 2.22, -1.12], [-2.24, 5.78, 0.81], [1.43, 5.83, -0.39], [5.53, -4.09, -0.93], [-2.53, -3.04, 0.25], [-0.32, 0.41, -2.16], [3.66, -3.13, -1.40], [2.73, 3.36, -0.74], [-5.93, -0.38, 2.20]],
  "homo_ha": [-0.2926, -0.2926],
  "lumo_ev": [-0.9, -1.9],
  "s_squared": 9.248,
  "orbital_gap_ev": [7.10, 6.01],
  "multiplicity": 6
}



Entry 4:
{
  "formula": "C45H50BrGeN3O6P2SSeTi",
  "method": "the ωB97M-V functional and the def2-TZVPD basis",
  "elements": ["C", "C", "C", "H", "H", "Ge", "C", "H", "H", "C", "H", "H", "C", "H", "C", "C", "H", "H", "H", "H", "H", "C", "O", "C", "H", "C", "H", "C", "H", "C", "H", "C", "C", "C", "H", "H", "H", "H", "H", "C", "C", "C", "H", "H", "Ti", "H", "C", "Se", "C", "C", "C", "N", "H", "H", "C", "C", "H", "N", "C", "H", "N", "H", "H", "C", "C", "H", "O", "H", "H", "H", "H", "H", "C", "C", "H", "Br", "C", "C", "H", "H", "C", "C", "O", "H", "C", "H", "C", "O", "H", "H", "H", "H", "C", "O", "S", "C", "C", "O", "P", "C", "H", "C", "C", "H", "C", "H", "C", "P", "H", "H", "C"],
  "coordinates": [[2.13, -1.95, 2.56], [1.88, -2.46, 0.20], [-1.14, -7.03, 0.34], [-2.94, -3.43, -2.44], [-5.67, -0.01, -3.27], [2.93, 3.86, -3.43], [-3.00, 6.56, -2.35], [-1.41, -3.98, -0.55], [2.34, 3.85, -0.94], [-1.46, -3.55, 0.43], [-1.11, 7.57, -2.58], [4.26, 1.81, -4.46], [2.75, 3.07, -1.67], [1.55, -3.23, -4.40], [1.31, -1.96, 1.40], [0.15, -2.28, -3.07], [3.99, -2.39, 3.41], [3.59, 3.07, -5.63], [-3.59, 7.31, -2.87], [-0.93, -7.10, -0.70], [3.97, 0.46, -1.47], [3.39, 2.44, -4.74], [4.99, 2.03, 6.25], [0.95, 2.40, 4.06], [0.80, 5.37, -3.45], [-3.90, -0.90, 0.06], [1.73, -1.58, 3.52], [-1.66, -2.81, 5.04], [3.70, 2.72, -1.22], [-2.81, -3.80, 1.17], [4.69, 5.44, -4.40], [4.02, -2.74, 1.28], [4.52, 1.62, 3.39], [-0.25, -4.31, -4.25], [-0.49, -3.72, 3.52], [5.55, 1.38, 3.52], [-2.77, -3.06, 1.99], [4.09, 6.10, -2.94], [-2.70, -1.83, 6.53], [3.20, -2.84, 0.16], [-3.21, -1.08, -1.15], [-1.11, -2.34, -2.57], [-3.73, -5.32, 2.44], [0.08, 5.80, -1.12], [0.58, 1.94, 1.11], [-3.43, -1.14, 1.07], [-1.00, 5.73, -1.38], [1.58, 1.43, -1.57], [-3.72, 5.44, -1.94], [3.56, 1.88, 4.36], [-3.85, -0.69, -2.36], [3.84, 1.38, 2.21], [2.47, 1.89, -4.85], [-2.42, 0.57, 5.37], [-3.03, 4.44, -1.23], [0.58, -3.24, -3.99], [-4.80, 5.36, -2.07], [-1.18, -2.10, 0.29], [3.06, 0.25, -2.07], [4.25, 1.06, 1.33], [2.53, 1.73, 2.31], [3.17, 0.45, -3.16], [-3.42, -0.86, -3.39], [2.37, 2.09, 3.61], [-1.67, 4.61, -0.89], [0.13, -5.10, -4.91], [2.78, 2.03, 6.62], [2.86, -0.78, -1.88], [0.81, -1.40, -2.85], [1.29, 4.87, -5.13], [-0.56, -6.23, 0.77], [0.63, 3.65, -4.00], [-1.98, -3.37, -2.88], [1.20, 4.59, -4.11], [-2.19, -5.28, -3.81], [-4.21, 2.97, -0.70], [-1.53, -4.41, -3.64], [3.44, -2.32, 2.46], [1.94, 2.22, 6.11], [-5.67, -0.34, 0.98], [-0.81, 3.58, -0.23], [-1.41, -0.43, 3.83], [0.09, 2.40, 3.12], [5.31, 4.87, -2.88], [-5.13, -0.20, -2.31], [-1.15, 0.51, 3.34], [-5.82, -0.07, -1.16], [0.45, 3.78, -0.13], [-1.94, -5.27, 2.37], [-0.64, -3.98, 1.04], [-1.73, -3.77, 5.56], [3.69, -3.19, -0.75], [-1.03, -2.81, 3.81], [0.66, 2.66, 5.24], [-3.00, -6.60, 0.54], [-5.19, -0.41, 0.03], [-2.19, -1.68, 5.61], [-1.34, 2.55, 0.19], [-1.42, -1.25, -1.17], [-1.64, 6.72, -2.13], [1.31, -2.29, -0.67], [-2.88, -5.20, 1.77], [4.41, 5.15, -3.37], [-3.63, -3.55, 0.51], [-0.92, -1.57, 3.15], [5.05, -3.08, 1.20], [3.85, 2.03, 5.86], [-0.31, -1.14, 1.45], [-0.82, -7.96, 0.89], [-6.86, 0.17, -1.14], [-2.05, -0.42, 5.03]],
  "homo_ha": [-0.2535, -0.2962],
  "lumo_ev": [-0.1, -0.1],
  "s_squared": 2.003,
  "orbital_gap_ev": [6.84, 7.98],
  "multiplicity": 3
}



E for every record listed, in sequence, given in eV: -69888.0779 -208748.5610 -120827.8203 -308666.3705.